Below is a 9-piece molecular cluster, C5H28N2O9 overall, with properties calculated with the ωB97M-V functional and the def2-TZVPD basis.

Positions of all 44 atoms, in Å:
C -1.15 0.59 -1.56
C 0.26 0.16 -0.99
C 0.27 -1.37 -0.97
O 0.79 -1.96 -0.05
N 0.59 0.70 0.34
C 1.99 0.66 0.90
C 2.07 0.97 2.39
N 1.51 -0.16 3.21
H -1.46 1.48 -1.08
H -1.18 0.50 -2.58
H -1.80 -0.16 -0.94
H 1.00 0.71 -1.73
H -0.28 -1.93 -1.73
H 0.00 0.38 1.11
H 2.46 1.55 0.33
H 2.59 -0.19 0.65
H 1.33 1.92 2.65
H 2.99 1.40 2.89
H 2.08 -0.30 3.95
H 1.37 -1.06 2.72
O -0.05 3.43 -2.54
H 0.74 3.31 -1.96
H -0.74 2.93 -2.34
O 1.34 1.26 -4.14
H 2.00 1.53 -3.65
H 0.65 1.92 -4.29
O 0.71 3.79 0.12
H 0.00 3.87 -0.52
H 0.67 2.92 0.13
O -1.03 0.22 4.42
H -0.09 0.24 4.09
H -1.31 -0.71 4.11
O -2.42 -3.08 2.76
H -1.55 -3.11 2.52
H -2.90 -3.45 1.97
O -2.87 -1.36 0.07
H -2.90 -1.32 1.03
H -3.74 -1.41 -0.13
O -2.18 -3.89 0.16
H -2.84 -3.14 -0.04
H -1.32 -3.62 -0.23
O 1.36 -1.42 -3.31
H 1.55 -0.66 -3.69
H 1.49 -2.10 -4.04

Values from the calculation:
Relative energy (zero: lowest compared OMol25 entry of this formula, charge and spin) in kJ/mol: 667.5
Total charge: 0
Gap between HOMO and LUMO in Ha: 0.343
HOMO level in eV: -9.236
M in g/mol: 260.28
Total energy in Ha: -993.81664

***

Below is a 10-piece molecular cluster, C5H28NO10 overall, with properties calculated with the ωB97M-V functional and the def2-TZVPD basis.

Positions of all 44 atoms, in Å:
C 1.64 0.32 1.75
O 2.60 0.22 0.76
C 0.29 -0.43 1.39
C -0.31 -0.02 0.00
C -1.54 -0.79 -0.54
C -2.66 -0.20 -0.97
N 0.48 -1.89 1.47
H 1.49 1.43 1.94
H 2.11 -0.01 2.72
H -0.38 -0.16 2.28
H -0.76 1.01 0.14
H 0.48 0.03 -0.78
H -1.54 -1.97 -0.27
H -2.88 0.80 -1.11
H -3.62 -0.70 -1.15
H 1.10 -2.14 0.74
H 0.91 -2.19 2.37
H 2.82 -2.04 -1.25
H 2.42 -0.56 -0.04
O 2.03 -1.61 -0.95
H -1.95 3.04 0.20
H -2.89 1.95 0.81
O -2.90 2.76 0.06
H -2.07 0.27 2.53
H -3.14 -0.28 1.57
O -3.03 0.47 2.26
H -1.34 -1.81 3.47
H -1.23 -2.53 2.02
O -1.87 -2.29 2.80
H 1.03 2.24 -1.12
H 2.06 1.78 -0.08
O 1.67 2.62 -0.45
H -0.47 -3.09 -1.82
H 0.99 -2.62 -1.74
O 0.39 -3.22 -2.22
H 0.27 2.83 1.63
H 0.33 3.56 0.26
O -0.05 3.59 1.27
H 1.45 -1.85 -3.58
H 1.81 -0.96 -2.44
O 1.88 -0.99 -3.55
H 1.58 0.85 -3.31
H 0.25 0.65 -2.77
O 0.95 1.27 -2.64

Values from the calculation:
Relative energy (zero: lowest compared OMol25 entry of this formula, charge and spin) in kJ/mol: 250.4
Total charge: -1
Gap between HOMO and LUMO in Ha: 0.345
HOMO level in eV: -6.578
M in g/mol: 262.28
Total energy in Ha: -1014.44547

***

Below is a 10-piece molecular cluster, C5H29N2O10 overall, with properties calculated with the ωB97M-V functional and the def2-TZVPD basis.

Positions of all 46 atoms, in Å:
C -1.23 -0.94 -0.40
O -0.26 0.06 -0.34
C -2.71 -0.43 -0.08
C -3.04 0.98 -0.55
C -2.66 1.23 -1.99
C -3.38 0.90 -3.07
N -1.51 2.05 -2.12
N -2.98 -0.61 1.35
H -1.16 -1.63 0.46
H -1.21 -1.44 -1.37
H -3.27 -1.22 -0.60
H -4.12 1.08 -0.47
H -2.56 1.74 0.06
H -2.93 1.22 -4.00
H -4.30 0.35 -3.20
H 3.83 1.55 -0.05
H -1.35 2.57 -2.97
H -2.18 -0.38 1.93
H -3.56 0.16 1.67
H 0.79 0.23 -1.52
H 2.32 0.01 -1.10
O 1.74 0.26 -1.83
H -0.65 1.55 -1.96
H 3.50 2.02 -1.30
O 4.24 2.17 -0.69
H -1.83 3.77 0.80
H -1.38 4.52 1.99
O -1.13 4.38 1.07
H 1.27 -4.73 0.69
H 0.94 -3.26 0.27
O 1.22 -3.82 1.00
H -0.31 2.07 1.79
H -0.39 0.76 1.08
O -0.49 1.15 2.02
H 2.94 -2.32 -2.86
H 1.93 -1.43 -2.08
O 2.39 -2.31 -2.07
H 0.99 -3.63 2.69
H 0.56 -2.79 4.01
O 0.71 -3.65 3.62
H 3.21 -1.60 -0.19
H 3.03 -0.76 1.08
O 3.58 -0.84 0.28
H 1.24 0.21 1.83
H 2.02 0.56 3.11
O 2.11 0.18 2.26

Values from the calculation:
Relative energy (zero: lowest compared OMol25 entry of this formula, charge and spin) in kJ/mol: 76.7
Total charge: -1
Gap between HOMO and LUMO in Ha: 0.292
HOMO level in eV: -5.134
M in g/mol: 277.29
Total energy in Ha: -1069.85453

***

Below is a 8-piece molecular cluster, C5H29N2O7S overall, with properties calculated with the ωB97M-V functional and the def2-TZVPD basis.

Positions of all 44 atoms, in Å:
C 1.05 -0.02 -0.85
N 0.04 -0.58 0.10
C -1.09 -1.23 -0.59
C -2.41 -0.58 -0.21
S -2.85 -0.49 1.53
C 0.48 1.29 -1.32
N -0.04 2.07 -0.18
C 1.31 2.15 -2.26
H 1.28 -0.70 -1.70
H 2.03 0.15 -0.40
H 0.51 -1.28 0.69
H -1.18 -2.30 -0.33
H -0.92 -1.11 -1.68
H -3.18 -0.94 -0.89
H -2.37 0.51 -0.41
H -3.45 -1.61 1.90
H -0.44 0.92 -1.85
H -0.43 1.44 0.57
H 0.63 2.66 0.33
H -0.92 2.55 -0.46
H 1.96 2.86 -1.75
H 2.08 1.64 -2.87
H 0.66 2.67 -2.99
H -0.19 -2.84 2.80
H -1.28 -3.63 1.94
O -0.83 -2.78 2.08
H 2.45 -2.44 2.59
H 2.56 -2.72 1.09
O 2.39 -2.00 1.74
H -2.49 3.97 -0.35
H -3.33 2.76 -0.23
O -2.58 3.09 -0.75
H 2.57 2.65 1.91
H 2.09 4.08 1.90
O 1.85 3.21 1.57
H 0.66 -3.87 -0.06
H 2.25 -4.42 -0.03
O 1.49 -4.05 0.41
H 1.14 -3.66 -2.91
H 2.43 -3.06 -2.60
O 1.80 -3.68 -2.20
H -2.63 2.85 2.33
H -1.18 3.08 2.45
O -1.94 3.40 1.94

Values from the calculation:
Relative energy (zero: lowest compared OMol25 entry of this formula, charge and spin) in kJ/mol: 186.3
Total charge: +1
Gap between HOMO and LUMO in Ha: 0.335
HOMO level in eV: -11.521
M in g/mol: 261.36
Total energy in Ha: -1242.03720

***

Below is a 11-piece molecular cluster, C5H29NO10 overall, with properties calculated with the ωB97M-V functional and the def2-TZVPD basis.

Positions of all 45 atoms, in Å:
C 2.80 1.83 -1.96
C 1.88 0.91 -1.83
C 0.44 1.22 -2.09
C -0.09 1.87 -3.17
N -0.28 1.13 -0.89
C -1.61 1.66 -1.00
H 2.66 2.85 -2.30
H 3.81 1.78 -1.68
H 2.19 -0.11 -1.59
H -1.08 2.18 -3.27
H 0.21 1.92 -4.19
H -0.16 0.26 -0.37
H -2.17 1.13 -1.77
H -1.95 1.64 0.10
H -1.57 2.80 -1.17
O -1.21 2.16 3.15
H -0.45 1.77 2.76
H -1.01 3.10 2.83
O -0.35 -2.73 2.85
H -0.04 -3.68 2.76
H -1.27 -2.78 2.56
O -2.74 0.29 2.63
H -3.32 0.96 2.66
H -1.90 0.78 2.49
O 0.35 -2.06 -1.84
H 1.09 -1.76 -1.25
H 0.58 -1.87 -2.77
O 3.62 -1.04 0.65
H 3.55 -1.87 1.20
H 3.58 -0.45 1.46
O -1.51 -2.30 -0.05
H -1.16 -2.12 -0.92
H -0.90 -2.95 0.46
O -3.43 -2.23 2.24
H -3.66 -2.34 1.36
H -3.03 -1.29 2.39
O 1.55 -0.81 2.54
H 1.61 -0.83 3.52
H 0.92 -1.54 2.14
O 0.29 -0.93 -4.69
H -0.15 -0.10 -4.42
H 1.25 -0.86 -4.50
O 0.91 1.73 1.89
H 0.52 1.72 0.91
H 1.28 0.93 2.15

Values from the calculation:
Relative energy (zero: lowest compared OMol25 entry of this formula, charge and spin) in kJ/mol: 560.0
Total charge: 0
Gap between HOMO and LUMO in Ha: 0.331
HOMO level in eV: -9.002
M in g/mol: 263.28
Total energy in Ha: -1014.93669

***

Below is a 11-piece molecular cluster, C5H29NO10 overall, with properties calculated with the ωB97M-V functional and the def2-TZVPD basis.

Positions of all 45 atoms, in Å:
C -1.70 1.06 0.94
C -1.94 -0.18 1.03
C -1.57 -1.31 0.13
C -1.18 -1.00 -1.16
N -1.06 -1.93 -2.12
C -0.36 -1.38 -3.38
H -1.94 1.67 1.80
H -1.21 1.56 0.07
H -2.52 -0.43 1.87
H -1.66 -2.44 0.45
H -1.06 -0.02 -1.33
H -0.96 -2.84 -2.05
H 0.20 -0.41 -3.05
H 0.50 -1.83 -3.87
H -1.21 -1.01 -3.99
O 3.21 -2.43 -0.14
H 3.56 -2.27 -1.00
H 3.14 -1.71 0.46
O 3.64 -1.09 -2.40
H 3.95 -0.21 -2.11
H 2.69 -1.21 -2.29
O 1.89 0.56 1.64
H 2.42 1.19 2.14
H 1.26 1.25 1.21
O -3.16 3.72 1.33
H -2.25 3.52 1.35
H -3.61 3.43 0.62
O 0.92 2.38 -2.00
H 1.29 1.52 -1.85
H 1.31 2.67 -2.81
O 1.65 -0.34 -0.98
H 1.88 0.05 -0.15
H 1.36 -1.20 -0.88
O 0.63 -3.80 1.80
H 0.67 -2.97 1.13
H 1.55 -3.74 2.09
O -2.64 -2.15 3.00
H -2.01 -2.78 3.35
H -2.98 -2.70 2.26
O -0.94 4.20 -0.33
H -0.92 3.96 -1.28
H -0.27 4.79 -0.15
O 0.41 2.46 2.28
H -0.28 3.01 1.76
H 0.09 1.53 2.27

Values from the calculation:
Relative energy (zero: lowest compared OMol25 entry of this formula, charge and spin) in kJ/mol: 729.6
Total charge: 0
Gap between HOMO and LUMO in Ha: 0.284
HOMO level in eV: -7.685
M in g/mol: 263.28
Total energy in Ha: -1014.87211

***

> The highest total energy belongs to which entry?

C5H28N2O9